(1)
Density functional theory data (ωB97M-V with the def2-TZVPD basis set) for a molecular structure, C42H104LiN5O9 in a non-equilibrium geometry.

Calculated values
LUMO energy (spin up / spin down) = -5.7 / -5.9 eV
2S+1 = 2
HOMO-LUMO gap (spin up / spin down) = 0.0747 / 0.2142 Eh
Net charge = +3
Max |F| = 5.121 eV Å⁻¹
E_tot = -2619.85050 a.u.

```
161
Properties=species:S:1:pos:R:3:mulliken_charge:R:1
Li -12.321 12.137 4.897 0.519
C -10.655 9.154 4.883 1.206
O -11.501 10.191 4.534 -0.984
H -9.613 9.458 4.790 -0.057
H -10.801 8.802 5.904 -0.453
H -10.731 8.306 4.203 -0.586
C -14.495 12.442 10.839 -1.065
C -15.254 11.154 11.103 -0.227
N -15.327 10.198 9.886 0.069
C -16.287 10.909 8.895 -1.041
C -13.951 10.020 9.192 -0.314
C -13.896 8.821 8.176 -1.621
C -16.094 8.827 10.322 -0.676
C -15.269 8.102 11.435 -0.801
O -13.922 7.829 11.118 -0.058
C -13.164 7.309 12.205 -0.905
H -14.359 13.192 11.618 0.444
H -14.975 13.121 10.135 0.369
H -13.566 12.224 10.312 0.023
H -16.278 11.304 11.447 0.442
H -14.776 10.629 11.930 0.263
H -15.851 11.794 8.430 0.370
H -17.193 11.227 9.412 0.440
H -16.430 10.207 8.073 0.468
H -13.165 9.912 9.940 0.077
H -13.806 10.967 8.671 1.030
H -14.749 8.701 7.509 0.438
H -13.856 7.851 8.671 0.325
H -13.163 8.908 7.374 0.134
H -16.217 8.261 9.398 0.456
H -17.070 9.119 10.709 0.416
H -15.795 7.148 11.474 0.475
H -15.368 8.574 12.412 0.565
H -12.306 6.791 11.777 0.265
H -13.747 6.639 12.836 0.388
H -12.757 8.037 12.908 0.255
C -6.979 7.388 4.911 -1.504
C -8.197 6.439 4.864 0.776
N -7.957 4.945 5.226 0.564
C -6.794 4.371 4.349 -1.344
C -7.510 4.802 6.751 -0.344
C -6.892 3.427 7.016 -1.301
C -9.236 4.047 4.836 -0.395
C -10.582 4.574 5.473 -0.606
O -10.512 4.703 6.866 -0.352
C -11.550 5.576 7.368 -0.585
H -7.284 8.374 4.562 0.034
H -6.089 7.156 4.326 0.388
H -6.656 7.636 5.922 0.426
H -8.432 6.293 3.809 -0.251
H -8.965 6.766 5.566 0.025
H -6.819 3.290 4.489 0.579
H -5.821 4.800 4.588 0.335
H -6.964 4.491 3.279 0.361
H -8.295 5.139 7.429 0.428
H -6.737 5.566 6.830 0.272
H -6.686 3.292 8.077 0.400
H -5.961 3.227 6.485 0.366
H -7.486 2.549 6.765 0.354
H -9.165 3.022 5.201 0.580
H -9.245 4.047 3.746 -0.017
H -11.421 3.900 5.297 0.669
H -10.735 5.512 4.941 0.158
H -11.513 5.699 8.451 0.367
H -12.535 5.251 7.036 0.443
H -11.556 6.595 6.982 0.051
C -8.451 2.637 0.005 -1.132
C -9.957 2.707 -0.422 -0.359
N -10.576 4.163 -0.371 0.413
C -9.845 5.108 -1.343 -1.005
C -12.054 4.104 -0.882 -0.326
C -13.034 3.341 0.002 -1.211
C -10.430 4.706 1.070 -0.946
C -10.787 6.161 1.252 -0.296
O -12.160 6.530 0.873 -0.341
C -12.393 7.905 1.052 -0.431
H -8.201 3.182 0.915 0.169
H -7.776 3.061 -0.739 0.375
H -8.072 1.636 0.208 0.444
H -10.589 2.237 0.332 0.394
H -10.081 2.247 -1.402 0.446
H -8.894 5.298 -0.846 0.423
H -10.447 6.016 -1.373 0.418
H -9.822 4.708 -2.357 0.349
H -12.072 3.685 -1.888 0.515
H -12.339 5.141 -1.062 0.417
H -12.942 3.562 1.065 0.240
H -12.980 2.258 -0.101 0.409
H -14.099 3.493 -0.174 0.405
H -9.369 4.671 1.316 -0.001
H -11.001 4.055 1.733 0.466
H -10.073 6.810 0.745 0.274
H -10.620 6.334 2.315 0.129
H -12.363 8.235 2.090 0.140
H -13.359 8.168 0.620 0.408
H -11.648 8.486 0.509 0.031
C -7.386 13.037 7.895 -1.368
C -8.560 12.028 7.884 -0.159
N -9.222 11.682 9.282 0.883
C -9.608 13.107 9.929 -1.221
C -10.547 10.777 9.017 0.440
C -10.217 9.258 8.990 -1.249
C -8.189 10.991 10.247 -0.992
C -8.581 10.678 11.705 -0.905
O -10.007 10.355 11.744 -0.045
C -10.675 10.338 13.030 -0.488
H -7.148 13.205 6.844 0.345
H -6.560 12.869 8.587 0.341
H -7.757 14.026 8.164 0.398
H -8.171 11.031 7.677 0.279
H -9.247 12.221 7.060 -0.001
H -10.160 13.712 9.209 0.434
H -8.724 13.642 10.276 0.371
H -10.237 12.943 10.803 0.293
H -10.882 11.111 8.035 0.061
H -11.288 11.104 9.746 -0.193
H -9.635 8.747 9.757 0.316
H -9.663 9.071 8.071 0.489
H -11.072 8.599 8.842 0.148
H -7.389 11.727 10.339 0.488
H -7.808 10.119 9.716 0.532
H -8.495 11.607 12.270 0.415
H -8.055 9.803 12.086 0.418
H -11.705 10.373 12.677 -0.104
H -10.507 11.247 13.608 0.350
H -10.514 9.390 13.544 0.269
C -9.250 13.536 3.478 -1.382
C -8.495 12.210 3.488 -0.081
N -8.125 11.566 2.130 0.849
C -7.372 10.157 2.450 -1.078
C -9.489 11.236 1.461 0.133
C -9.416 10.398 0.183 -1.467
C -7.226 12.532 1.231 -0.637
C -6.136 13.288 2.070 -0.838
O -5.301 12.375 2.705 -0.261
C -4.094 12.928 3.231 -0.836
H -8.740 14.209 2.789 0.377
H -9.122 14.115 4.393 0.369
H -10.302 13.460 3.203 0.185
H -9.027 11.474 4.090 -0.024
H -7.514 12.354 3.940 0.477
H -8.189 9.480 2.701 0.407
H -6.561 10.303 3.163 0.395
H -6.890 9.880 1.512 0.364
H -9.903 12.240 1.371 0.577
H -10.062 10.835 2.297 -0.178
H -9.112 9.388 0.458 0.214
H -8.866 10.825 -0.656 0.356
H -10.403 10.237 -0.250 0.403
H -7.995 13.154 0.771 0.454
H -6.766 11.999 0.399 0.451
H -6.495 14.131 2.661 0.297
H -5.579 13.862 1.330 0.612
H -3.496 13.433 2.472 0.322
H -3.514 12.076 3.587 0.280
H -4.263 13.532 4.123 0.314
O -12.487 10.975 1.798 -0.236
C -12.843 12.244 1.924 0.557
O -13.478 12.835 1.040 -0.734
O -12.655 12.825 3.008 -0.766
H -12.172 10.685 2.658 0.236
```

=====

(2)
Density functional theory data (ωB97M-V with the def2-TZVPD basis set) for 6 unconnected molecules or ions with the total composition H14NO5 in a non-equilibrium geometry.

Calculated values
LUMO energy = -3.3 eV
ΔE to the lowest compared entry with this formula, charge and spin = 49.28 kcal/mol
2S+1 = 1
HOMO-LUMO gap = 0.4242 Eh
Net charge = +1
Max |F| = 5.620 eV Å⁻¹
E_tot = -439.09139 a.u.

```
20
Properties=species:S:1:pos:R:3:nbo_charge:R:1
N -0.708 1.586 0.190 -0.968
H -1.161 2.452 0.506 0.429
H -0.999 1.193 -0.689 0.440
H -0.792 0.945 1.084 0.458
H 0.369 1.711 -0.044 0.450
H -1.718 -0.959 2.225 0.526
H -0.274 -0.724 2.276 0.470
O -1.008 -0.239 2.188 -0.933
H -1.206 -0.435 -1.701 0.468
H -2.750 -0.478 -1.875 0.507
O -2.043 -0.223 -1.226 -0.956
H 1.490 1.023 1.265 0.475
H 2.194 1.039 -0.148 0.528
O 1.707 1.574 0.548 -0.920
H -1.523 -4.032 0.575 0.484
H -0.514 -2.933 0.149 0.466
O -1.456 -3.095 0.441 -0.949
H 3.673 -0.219 -1.862 0.496
H 3.479 1.219 -2.334 0.504
O 3.240 0.594 -1.568 -0.976
```

=====

(3)
Density functional theory data (ωB97M-V with the def2-TZVPD basis set) for a molecular structure, C30H43F5P2Pd in a non-equilibrium geometry.

Calculated values
LUMO energy (spin up / spin down) = -6.0 / -10.1 eV
ΔE to the lowest compared entry with this formula, charge and spin = 70.38 kcal/mol
2S+1 = 5
HOMO-LUMO gap (spin up / spin down) = 0.2231 / 0.1060 Eh
Net charge = +2
Max |F| = 4.492 eV Å⁻¹
E_tot = -2477.98010 a.u.

```
81
Properties=species:S:1:pos:R:3:mulliken_charge:R:1
Pd 0.288 -0.547 1.970 -1.273
C -0.481 -2.481 2.777 0.908
C 0.898 -2.613 2.344 0.734
C 0.817 -1.020 4.054 0.565
C -0.536 -1.495 3.802 0.832
C 1.692 -1.734 3.173 0.584
C -1.629 -3.327 2.314 -1.493
H -1.410 -3.808 1.357 0.314
H -2.544 -2.739 2.200 0.381
H -1.833 -4.124 3.041 0.381
C -1.751 -1.037 4.545 -1.275
H -2.663 -1.252 3.982 0.351
H -1.710 0.042 4.719 0.092
H -1.824 -1.545 5.517 0.366
C 1.196 -0.025 5.107 -1.133
H 1.250 -0.495 6.099 0.369
H 0.460 0.784 5.150 0.034
H 2.172 0.420 4.894 0.328
C 3.190 -1.691 3.203 -1.440
H 3.569 -2.334 4.010 0.389
H 3.564 -0.680 3.385 0.362
H 3.620 -2.055 2.266 0.343
C 1.432 -3.654 1.406 -1.768
H 1.805 -4.531 1.955 0.286
H 2.257 -3.260 0.806 0.413
H 0.657 -4.001 0.717 0.376
C -1.892 0.459 -5.224 -0.291
C -1.779 -0.872 -5.297 -0.493
C -0.781 -1.724 -6.036 -0.587
C 0.525 -1.044 -6.503 -0.974
C 1.328 -0.462 -5.364 -0.229
C 1.198 0.730 -4.769 -0.480
C 0.234 1.854 -5.045 -0.337
C -1.030 1.519 -5.868 -0.977
H -1.275 -2.179 -6.909 0.361
H 0.305 -0.292 -7.262 0.340
H -0.517 -2.567 -5.382 0.281
H -0.750 1.243 -6.887 0.340
H -2.695 0.844 -4.595 0.412
H -2.516 -1.451 -4.738 0.506
H -1.619 2.439 -5.955 0.425
H -0.083 2.262 -4.075 0.058
H 1.889 0.940 -3.952 0.513
H 0.774 2.674 -5.543 0.415
H 1.134 -1.808 -7.001 0.400
H 2.097 -1.123 -4.963 0.359
P -0.800 -0.474 -0.022 1.772
P 1.775 0.773 0.889 1.175
C 0.007 0.724 -1.215 -1.482
C 0.891 1.709 -0.444 -0.877
H -0.753 1.237 -1.814 0.613
H 0.616 0.125 -1.902 0.352
H 1.595 2.233 -1.100 0.790
H 0.274 2.446 0.081 0.114
C 2.616 2.101 1.837 -1.338
H 3.312 1.694 2.579 0.350
H 1.866 2.713 2.348 0.308
H 3.151 2.727 1.118 0.494
C 3.185 0.023 -0.035 -1.420
H 3.600 0.727 -0.766 0.477
H 2.844 -0.878 -0.551 0.341
H 3.974 -0.263 0.665 0.413
C -2.556 0.074 -0.007 -1.438
H -3.170 -0.546 0.657 0.373
H -2.933 0.032 -1.031 0.485
H -2.597 1.115 0.329 0.294
C -0.919 -1.972 -1.091 -1.337
H 0.058 -2.460 -1.146 0.376
H -1.247 -1.704 -2.101 0.397
H -1.638 -2.678 -0.667 0.433
F -1.045 1.953 4.901 -0.419
C -1.242 2.385 3.687 -0.019
C -0.941 1.754 2.355 0.211
C -1.525 2.787 1.357 0.026
F -1.629 2.782 -0.016 -0.266
C -2.130 4.016 1.681 0.144
F -2.595 4.838 0.698 -0.198
C -2.284 4.435 2.944 0.811
F -2.874 5.627 3.219 -0.234
C -1.859 3.630 3.928 0.414
F -2.056 4.071 5.204 -0.206
```

=====

(4)
Density functional theory data (ωB97M-V with the def2-TZVPD basis set) for a molecular structure, C10H9BBrF6N5O6PS2 in a non-equilibrium geometry.

Calculated values
LUMO energy = 1.2 eV
2S+1 = 1
HOMO-LUMO gap = 0.2888 Eh
Net charge = -1
Max |F| = 1.138 eV Å⁻¹
E_tot = -5447.71279 a.u.

```
41
Properties=species:S:1:pos:R:3:nbo_charge:R:1
N 2.273 0.151 0.158 -1.033
B 2.031 -0.298 -1.145 0.980
O 2.796 0.130 -2.230 -0.928
C 0.898 -1.393 -1.374 -0.115
N 0.594 -2.123 -0.325 -0.350
C -0.419 -3.013 -0.436 0.049
C -0.803 -3.817 0.664 -0.057
Br 0.128 -3.639 2.292 0.089
C -1.834 -4.697 0.568 -0.240
C -2.540 -4.817 -0.651 -0.194
C -2.202 -4.063 -1.730 -0.222
C -1.130 -3.155 -1.647 0.193
N -0.789 -2.424 -2.743 -0.421
C 0.192 -1.573 -2.613 -0.107
P 0.537 -0.520 -4.118 1.246
N 2.006 -1.213 -4.699 -1.177
O -0.546 -1.168 -5.164 -0.973
H 1.562 -0.103 0.830 0.405
H 2.504 1.132 0.267 0.427
H 2.567 1.001 -2.570 0.508
H -2.089 -5.296 1.429 0.228
H -3.355 -5.526 -0.704 0.215
H -2.753 -4.142 -2.657 0.224
H 2.453 -1.851 -4.055 0.391
H 1.915 -1.622 -5.618 0.379
H -0.333 -2.094 -5.338 0.478
C 0.341 1.316 3.416 0.711
F 1.290 0.377 3.490 -0.323
F -0.568 0.912 2.522 -0.321
F -0.253 1.407 4.606 -0.315
S 1.115 2.912 2.915 2.260
O 1.663 2.637 1.612 -0.971
O 2.046 3.218 3.962 -0.930
N -0.211 3.762 2.909 -1.239
S -0.189 5.299 2.525 2.252
O 0.080 5.572 1.142 -0.936
O 0.420 6.158 3.499 -0.934
C -2.001 5.576 2.718 0.712
F -2.408 5.323 3.964 -0.319
F -2.708 4.808 1.886 -0.318
F -2.279 6.854 2.441 -0.323
```